1.
A cluster of 13 separate species, C45H116O24 in total at a distorted geometry, computed with wB97M-V/def2-TZVPD.

```
185
Properties=species:S:1:pos:R:3:mulliken_charge:R:1
C -4.00849 1.82285 -8.31985 -0.7679
O -5.12508 0.87343 -8.32956 -0.4084
C -6.43302 1.39129 -8.56901 0.1255
C -7.41727 0.19140 -8.11691 -0.5607
O -7.34165 -0.92644 -8.96687 -0.4373
C -7.99699 -1.00898 -10.23281 -0.4721
H -3.65199 2.13111 -9.30269 0.2179
H -3.16494 1.44547 -7.74184 0.2827
H -4.30266 2.66100 -7.68812 0.3441
H -6.49131 1.63435 -9.62996 -0.1169
H -6.58326 2.31316 -8.00715 0.4776
H -8.39182 0.67215 -8.20194 0.3374
H -7.29367 -0.12471 -7.08111 0.3067
H -8.90554 -0.41050 -10.29953 0.2465
H -8.22898 -2.00898 -10.59925 0.3814
H -7.42403 -0.52199 -11.02190 0.1038
C -15.56431 -3.56190 -19.76276 -0.7268
O -15.04948 -4.59720 -18.90925 -0.1706
C -16.11301 -4.89813 -17.91266 -0.7062
C -16.99855 -6.11350 -18.13115 -0.4354
O -17.57384 -6.16050 -19.37171 -0.2811
C -18.48729 -7.14316 -19.65107 -0.7692
H -15.64570 -2.56490 -19.32980 0.2220
H -16.55420 -3.82656 -20.13449 0.3113
H -14.88851 -3.38176 -20.59878 0.2653
H -16.59581 -3.99023 -17.55110 0.4516
H -15.63711 -5.07336 -16.94783 0.3510
H -17.85453 -6.09275 -17.45665 0.3685
H -16.41502 -7.03250 -18.07612 0.3059
H -18.25622 -8.01813 -19.04349 0.3404
H -18.39720 -7.36475 -20.71451 0.2176
H -19.49108 -6.74995 -19.49012 0.2655
C -9.55908 0.16616 -13.50994 0.3193
O -8.96322 -0.76856 -14.37775 0.0853
C -9.61118 -1.09484 -15.53968 1.7539
C -10.94006 -1.95435 -15.23086 -0.3940
O -11.39285 -2.40827 -16.52586 0.7747
C -12.51196 -3.27580 -16.59348 -0.8286
H -8.99021 0.44665 -12.62348 -0.5887
H -10.55524 -0.10526 -13.16049 0.0792
H -9.65923 1.01143 -14.19081 0.0196
H -8.94350 -1.74736 -16.10226 -0.6591
H -9.84463 -0.25199 -16.19023 -1.2252
H -11.78352 -1.57896 -14.65140 0.4312
H -10.72943 -2.92572 -14.78347 -0.1776
H -12.35898 -4.28472 -16.21035 0.2709
H -12.66911 -3.41629 -17.66291 -0.0374
H -13.40203 -2.84765 -16.13242 0.2696
C -9.18916 3.58777 -9.23397 -0.2323
O -9.69214 4.44019 -10.27760 -0.3546
C -8.82348 4.87696 -11.23052 -0.7661
C -8.09766 3.78720 -12.11565 -0.0415
O -6.74139 3.63953 -11.60780 -0.4486
C -5.96777 2.69315 -12.34115 -0.5707
H -8.26501 3.97093 -8.80126 0.3706
H -8.88853 2.65580 -9.71264 -0.1721
H -10.03684 3.44203 -8.56442 0.1974
H -8.11973 5.46290 -10.63934 0.4109
H -9.37994 5.58038 -11.84991 0.2549
H -8.05163 4.00851 -13.18195 0.4695
H -8.54839 2.79517 -12.08665 0.0588
H -5.95600 2.78124 -13.42751 0.4267
H -6.18767 1.64866 -12.12025 0.0562
H -4.93159 2.76604 -12.01084 0.3230
C -5.82808 -1.38587 -16.80964 -0.1941
O -4.83974 -0.46141 -16.45443 -0.4983
C -4.84798 -0.13706 -15.07423 0.3401
C -3.59684 0.67638 -14.73932 -0.9851
O -3.73667 1.97421 -15.23616 -0.2350
C -2.57488 2.73984 -15.15121 -0.8602
H -6.72578 -0.92579 -17.22266 0.0612
H -6.08748 -2.21117 -16.14656 -0.1599
H -5.39910 -1.94343 -17.64222 0.4464
H -4.79145 -1.12160 -14.60990 0.2184
H -5.72440 0.44542 -14.79015 -0.0619
H -2.70221 0.16013 -15.08746 0.4930
H -3.45959 0.65709 -13.65816 0.4026
H -2.33223 3.04928 -14.13462 0.2967
H -2.75828 3.57542 -15.82668 0.2539
H -1.70356 2.21101 -15.53753 0.3537
C -8.47506 -1.02533 -23.29040 -0.4762
O -9.58615 -1.52226 -23.89291 -0.4649
C -10.75385 -1.78359 -23.09688 -0.5911
C -10.40581 -2.67441 -21.94317 -0.1710
O -11.45772 -3.40257 -21.47578 -0.4298
C -11.29826 -3.83793 -20.11234 -0.4238
H -8.63964 -0.24604 -22.54628 0.1483
H -7.80053 -0.77993 -24.11071 0.2621
H -8.12418 -1.97956 -22.89742 0.2496
H -11.50880 -2.25903 -23.72306 0.3416
H -11.04108 -0.77840 -22.78831 0.2029
H -9.82388 -2.12897 -21.20024 0.2025
H -9.59975 -3.36962 -22.17778 0.6229
H -11.34231 -2.96606 -19.45964 -0.1000
H -10.44334 -4.46601 -19.86192 0.4351
H -12.16085 -4.38140 -19.72674 0.3111
C -12.11447 -3.48467 -11.41619 -0.1944
O -12.96588 -4.60591 -11.15770 -0.4151
C -13.88475 -4.52710 -10.00009 -0.5798
C -13.08153 -4.83275 -8.70055 -0.5387
O -12.33774 -6.03327 -8.87966 -0.2493
C -11.39059 -6.45640 -7.93186 -0.7981
H -12.54444 -2.53636 -11.09381 0.2867
H -11.84339 -3.63006 -12.46188 -0.0491
H -11.19449 -3.64512 -10.85405 0.2333
H -14.55438 -5.35267 -10.24116 0.2998
H -14.41923 -3.57904 -9.93986 0.3242
H -13.70560 -5.07626 -7.84070 0.5000
H -12.59501 -3.87567 -8.51242 0.3058
H -11.35505 -7.54526 -7.96651 0.2411
H -11.52834 -6.11190 -6.90694 0.3973
H -10.41385 -6.10651 -8.26600 0.2489
C -13.44846 0.61725 -11.31856 -0.5669
O -13.02964 1.78187 -10.62343 -0.0999
C -14.17853 2.41134 -10.07889 -0.5070
C -13.74557 3.59470 -9.20471 -0.6146
O -12.76918 3.41321 -8.18750 -0.3146
C -12.54308 4.48748 -7.33014 -0.7512
H -14.20047 -0.04807 -10.89440 0.3011
H -12.62238 -0.06793 -11.50887 -0.1565
H -13.78052 0.90796 -12.31522 0.4272
H -14.61856 1.69021 -9.39009 0.3624
H -14.84543 2.76251 -10.86631 0.3102
H -14.70313 3.94463 -8.81907 0.4042
H -13.36136 4.43117 -9.78849 0.3407
H -13.46190 4.97647 -7.00649 0.3655
H -11.83235 5.19339 -7.75984 0.2470
H -12.05682 3.99818 -6.48620 0.2513
C -8.02342 -4.23162 -18.17025 0.2895
O -7.44391 -5.50768 -18.59253 -0.4943
C -6.74336 -6.21606 -17.54079 -0.2192
C -5.32090 -5.78072 -17.50792 -0.6176
O -5.34388 -4.56907 -16.76165 0.0400
C -4.16499 -4.09538 -16.12232 -0.8556
H -7.25718 -3.53566 -17.82878 0.2031
H -8.73065 -4.39078 -17.35625 -0.1788
H -8.75149 -3.81571 -18.86670 -0.0725
H -6.70700 -7.28405 -17.75566 0.4479
H -7.33641 -6.07631 -16.63698 -0.0581
H -4.84315 -5.69966 -18.48430 0.3397
H -4.82454 -6.57598 -16.95178 0.4171
H -3.47846 -3.91668 -16.94987 0.3920
H -3.60800 -4.85135 -15.56879 0.3554
H -4.33373 -3.19001 -15.53928 0.1556
C -7.35855 -4.13639 -14.21911 0.2028
O -7.69846 -5.52262 -13.81545 -0.4574
C -9.00116 -6.03232 -14.22639 -0.1251
C -9.79951 -6.38360 -12.90449 -0.7466
O -9.64079 -7.67347 -12.21446 -0.4586
C -10.16347 -7.61558 -10.91674 -0.7149
H -7.57725 -4.05837 -15.28409 -0.2119
H -6.28422 -4.05742 -14.05280 0.1804
H -7.85790 -3.42393 -13.56250 0.1673
H -8.83758 -7.03893 -14.61121 0.3852
H -9.65730 -5.50404 -14.91811 0.1914
H -10.83743 -6.39781 -13.23708 0.4086
H -9.69933 -5.46314 -12.32932 0.2364
H -11.16875 -7.21617 -10.78267 0.2950
H -9.40150 -7.08964 -10.34150 0.2728
H -10.25239 -8.63418 -10.53905 0.3415
C -8.74108 2.41117 -17.15198 -0.8949
O -9.61843 1.42914 -17.73079 -0.1564
C -9.49685 1.25558 -19.12767 -1.2703
C -10.51409 0.28226 -19.67704 0.7894
O -11.81530 0.71582 -19.56246 -0.4814
C -12.81671 -0.33055 -19.60843 -0.3066
H -8.93483 2.42203 -16.07939 0.1448
H -8.71541 3.39978 -17.61030 0.3353
H -7.72734 2.03931 -17.30079 0.3592
H -8.49398 0.90243 -19.36778 0.4077
H -9.48952 2.23265 -19.61075 0.4840
H -10.39979 -0.64272 -19.11185 -0.2318
H -10.42310 0.27757 -20.76322 0.0424
H -12.53148 -1.13744 -18.93338 -0.1024
H -12.81007 -0.76270 -20.60908 0.2997
H -13.85090 -0.05592 -19.40073 0.3562
O -12.16798 1.04504 -16.56311 -0.5215
H -12.74992 1.64072 -17.03507 0.2597
H -11.37357 1.01314 -17.09616 0.1975
C -15.26643 0.27593 -16.19040 -0.5537
O -14.35493 0.17371 -15.12546 -0.3903
H -16.25608 0.61806 -15.88767 0.2841
H -14.93364 1.12660 -16.78515 0.2342
H -15.17802 -0.66862 -16.72715 0.0733
H -13.48764 0.08936 -15.52830 0.3835
```

Summary:
spin multiplicity = 1
HOMO energy = -9.096 eV
charge = 0



2.
A cluster of 14 separate species, C45H119NO15 in total at a distorted geometry, computed with wB97M-V/def2-TZVPD.

```
180
Properties=species:S:1:pos:R:3:mulliken_charge:R:1
C -25.45998 5.22448 -1.69211 -0.7996
O -24.84607 3.94744 -1.62401 -0.2794
C -25.64259 3.01450 -0.94947 -0.9536
C -24.87708 1.69374 -0.83368 -0.0583
N -24.65448 1.07561 -2.13345 -0.2581
C -23.62801 0.04101 -2.09695 -0.2776
C -22.94765 -0.04021 -3.45183 -0.7254
O -22.34504 1.22271 -3.68904 -0.4848
C -21.85232 1.36844 -4.98668 -0.7012
H -24.78932 5.81922 -2.31716 0.2414
H -25.48303 5.70230 -0.71114 0.2967
H -26.40773 5.15864 -2.23044 0.3294
H -26.58304 2.81111 -1.48048 0.3463
H -25.92788 3.32010 0.06417 0.4846
H -25.38084 1.01906 -0.14480 -0.1651
H -23.93671 1.99808 -0.34756 0.7932
H -24.26346 1.78332 -2.75334 0.2730
H -24.03943 -0.91919 -1.79080 -0.6575
H -22.80465 0.27810 -1.40104 0.9869
H -22.23498 -0.86813 -3.46901 -0.2463
H -23.70122 -0.16118 -4.24104 1.1098
H -21.31252 2.30546 -5.09877 0.3785
H -22.61395 1.22576 -5.76341 0.2689
H -21.11193 0.59365 -5.24100 0.1593
C -18.50054 -6.36628 -1.13450 -1.1934
C -19.13725 -7.61713 -1.70276 1.8389
C -18.94323 -7.69128 -3.21936 -1.3002
O -18.50989 -8.75461 -1.08496 -0.7195
H -18.60812 -6.29434 -0.05017 0.3267
H -19.01932 -5.47324 -1.50101 -0.0295
H -17.45539 -6.30777 -1.43749 0.5332
H -20.20703 -7.65632 -1.49744 -1.6693
H -19.15954 -8.72686 -3.50416 0.5122
H -17.88714 -7.62636 -3.49402 0.6148
H -19.61019 -6.98613 -3.70899 -0.2054
H -17.57852 -8.71645 -1.32914 0.4144
C -22.09950 -9.98398 1.37805 -1.7344
C -22.12137 -9.41182 -0.02925 1.4261
C -21.79798 -7.91983 -0.10163 1.1191
O -21.24501 -10.09616 -0.90412 -0.6988
H -21.11449 -9.78977 1.81278 0.3991
H -22.32354 -11.04817 1.33963 0.4718
H -22.85325 -9.49546 1.99835 0.2375
H -23.16609 -9.56049 -0.33062 -0.5865
H -21.55928 -7.52411 -1.09240 -0.9825
H -20.92216 -7.62718 0.49092 0.8686
H -22.61112 -7.26761 0.23410 -0.3945
H -20.35499 -9.73554 -0.85199 0.2818
C -25.84292 -0.74596 2.76328 -1.5849
C -26.00342 -1.96831 1.86627 0.1523
C -25.65575 -1.64826 0.42416 0.0084
O -25.15271 -3.02379 2.34793 -0.5646
H -26.16566 -1.01882 3.76807 0.4068
H -26.41768 0.08686 2.35022 0.3944
H -24.80922 -0.39931 2.79782 0.3006
H -27.03041 -2.34841 1.90538 0.5006
H -26.41402 -0.96232 0.05027 0.8995
H -25.61524 -2.56633 -0.16527 -0.7625
H -24.66567 -1.19416 0.35620 -0.1408
H -25.65307 -3.57404 2.95496 0.2519
C -26.42074 -1.93984 -3.19978 0.7293
C -27.55099 -0.90996 -3.24087 0.3779
C -28.91414 -1.58285 -3.24348 -1.5367
O -27.45063 -0.04323 -2.12207 -0.6247
H -25.46656 -1.49050 -3.49578 -0.3693
H -26.59448 -2.63912 -4.02619 0.3271
H -26.23747 -2.45664 -2.25945 -0.6845
H -27.35390 -0.33523 -4.15189 0.2801
H -29.01386 -2.06464 -4.21798 0.3821
H -29.69937 -0.82645 -3.19255 0.4089
H -29.06935 -2.29732 -2.43838 0.2981
H -26.59477 0.41344 -2.10348 0.2342
C -22.43234 -4.03626 -3.90149 0.6041
C -23.21177 -3.99445 -2.60838 2.3463
C -23.17854 -5.30649 -1.85121 1.2928
O -22.60700 -2.95082 -1.82085 1.6324
H -22.75488 -4.88908 -4.50470 -1.0397
H -21.37832 -4.22982 -3.68343 -0.4105
H -22.57474 -3.13985 -4.50268 0.0447
H -24.26025 -3.73135 -2.78834 -0.8692
H -22.15076 -5.60553 -1.62674 -1.1274
H -23.64236 -6.14733 -2.37367 -1.3724
H -23.70760 -5.24057 -0.89830 -0.1269
H -22.77433 -3.14598 -0.88549 -1.0709
C -22.57034 -8.77024 -2.94589 1.2906
C -23.19211 -10.03667 -2.37389 0.0712
C -24.65782 -9.89210 -2.03180 -1.2492
O -23.17965 -11.07985 -3.36367 -0.7502
H -22.33607 -8.07978 -2.13063 -0.1449
H -23.27994 -8.20025 -3.55670 -0.6979
H -21.70745 -8.99531 -3.57216 0.2827
H -22.58729 -10.36357 -1.52267 0.6892
H -24.97672 -10.79619 -1.51108 0.3918
H -25.27749 -9.69337 -2.90276 0.4571
H -24.85846 -9.07868 -1.32436 -0.3115
H -22.26844 -11.30449 -3.57834 0.4649
C -27.10731 -7.38376 -0.34037 -1.5432
C -25.73772 -7.19901 0.28759 3.1193
C -25.62026 -5.86588 1.01841 -1.3261
O -25.56900 -8.19967 1.30255 -0.7175
H -27.86791 -7.35556 0.44270 0.4798
H -27.15958 -8.34033 -0.86584 0.3142
H -27.37275 -6.59543 -1.05033 0.0432
H -24.98908 -7.31885 -0.50379 -1.6766
H -25.72662 -5.02753 0.33287 -0.1752
H -24.63406 -5.81122 1.48096 0.1257
H -26.36995 -5.84305 1.80958 0.7682
H -25.59585 -9.06289 0.87354 0.4661
C -20.59736 -4.59644 0.63306 0.2019
C -21.75969 -4.46175 1.58945 0.9347
C -21.33450 -3.88255 2.93055 -1.7030
O -22.74097 -3.58756 0.99423 0.2918
H -20.73658 -5.20005 -0.26450 -0.8823
H -19.77692 -5.13584 1.12160 0.6818
H -20.18588 -3.62494 0.35815 -0.2093
H -22.24782 -5.42727 1.77694 -0.1811
H -22.22479 -3.69774 3.54102 0.4697
H -20.84221 -2.91472 2.81783 0.3024
H -20.70103 -4.55232 3.51448 0.3914
H -23.38909 -3.42601 1.70810 -0.3115
C -20.41715 -7.82942 -6.83122 -0.6880
C -21.90332 -8.17499 -6.79631 0.3301
C -22.82368 -7.03491 -6.44179 0.2411
O -22.26464 -8.58597 -8.13096 -0.6293
H -19.78243 -8.58171 -7.30416 0.4212
H -19.97933 -7.78303 -5.82809 -0.1206
H -20.19711 -6.89133 -7.34634 0.2097
H -22.11557 -9.02246 -6.14303 0.1647
H -22.57469 -6.15934 -7.05468 0.2155
H -22.73105 -6.72374 -5.40066 -0.5846
H -23.85504 -7.27489 -6.69594 0.2541
H -22.18722 -7.81646 -8.70469 0.3674
C -19.38719 -2.84927 -5.68937 -0.2668
C -18.79675 -4.10411 -5.07148 1.9271
C -17.63678 -4.66961 -5.85283 -1.6347
O -18.37494 -3.86398 -3.72034 -0.5279
H -20.05747 -2.33761 -4.99815 -0.4532
H -19.93560 -3.12319 -6.59235 -0.0451
H -18.64368 -2.13330 -6.04716 0.4400
H -19.55790 -4.89504 -5.04463 -0.6027
H -16.82741 -3.95784 -6.03461 0.4118
H -18.02424 -4.90038 -6.85341 0.3470
H -17.18621 -5.57512 -5.45024 0.3081
H -19.00181 -3.20940 -3.37346 0.2866
C -22.49426 -1.69924 -9.91150 -1.4658
C -22.81453 -1.63753 -8.41798 0.5354
C -22.54028 -2.97491 -7.74408 -1.0233
O -21.99333 -0.63587 -7.82467 -0.4902
H -21.49651 -2.11169 -10.09130 0.3382
H -22.55018 -0.71952 -10.38491 0.3698
H -23.10622 -2.41367 -10.47331 0.3755
H -23.88840 -1.45498 -8.30006 0.2411
H -21.56606 -3.38582 -8.01363 0.2468
H -23.38298 -3.63205 -7.94662 0.5556
H -22.42842 -2.81255 -6.66839 0.0901
H -22.41865 0.21243 -7.98614 0.3207
C -27.41169 -5.56505 -3.19093 -2.2205
C -26.18941 -6.35437 -3.63430 3.6543
C -26.62975 -7.58820 -4.41079 -1.9118
O -25.38124 -5.50606 -4.45565 -0.2419
H -27.86605 -5.07864 -4.06190 0.5126
H -27.17692 -4.71899 -2.54415 0.3298
H -28.18053 -6.20964 -2.76182 0.5779
H -25.55557 -6.64986 -2.79519 -1.9361
H -27.47551 -8.05180 -3.89872 0.4285
H -25.81659 -8.27871 -4.62201 0.3210
H -27.06287 -7.28127 -5.36979 0.4965
H -25.87508 -5.25098 -5.24071 0.2711
C -19.91860 -0.77949 -0.20221 -1.3772
C -19.75106 -0.69497 -1.72219 1.5631
C -18.35636 -0.21895 -2.08962 -1.7950
O -19.91044 -1.96438 -2.33742 -0.0294
H -20.01931 0.21043 0.24903 0.4720
H -19.13082 -1.35191 0.28308 0.3647
H -20.90024 -1.22483 0.00340 0.0946
H -20.48846 0.02495 -2.09422 -0.3563
H -17.57609 -0.85300 -1.66094 0.3599
H -18.19960 0.79780 -1.73048 0.4073
H -18.20032 -0.31507 -3.16610 0.4023
H -20.75389 -2.36266 -2.07403 -0.3907
```

Summary:
energy relative to the best compared isomer or geometry (same formula, charge and spin) = 52.7 kcal/mol
spin multiplicity = 1
HOMO energy = -9.242 eV
charge = 0